114
Properties=species:S:1:pos:R:3 method="wB97M-V/def2-TZVPD" total_energy_ev=-178335.677 homo_lumo_gap_ev=8.2 mol_weight_g_mol=1026.44 charge=-1 e_homo_ev=-5.91
C -2.555 -0.228 1.420
C -3.883 1.646 0.665
C -3.716 -0.810 1.936
H -3.665 -1.770 2.439
H 4.821 2.374 2.542
C 3.135 -0.875 2.196
H -4.048 3.086 4.316
H 2.327 -0.111 -5.861
H -0.670 -3.125 3.771
Cd 0.616 0.507 -0.640
H -5.986 1.556 1.085
H -0.974 2.410 -6.127
H -2.523 0.872 -2.425
H -1.797 3.520 -5.009
C -5.029 1.056 1.175
O 2.067 3.710 1.499
P -0.894 -0.982 1.711
C -1.388 -2.756 1.786
H -2.805 -5.103 -0.221
H -2.746 2.590 -2.825
C 3.400 -2.166 1.439
C 0.239 -2.662 -5.461
C -0.477 -1.431 7.689
C -2.657 1.005 0.782
C -2.336 4.384 4.266
H -3.040 0.925 -6.151
C -0.205 3.282 4.151
Si 0.140 -0.420 -3.762
H -2.428 -6.497 1.795
H 1.520 1.058 8.806
C -1.974 -3.337 0.657
C 1.358 -3.689 -5.540
C -0.529 -1.084 6.342
C 0.941 0.453 8.119
H -3.690 0.309 -4.621
H -0.456 5.409 4.135
H -1.775 1.515 0.420
H -1.607 -0.793 3.874
H 1.030 -4.579 -6.082
H -2.736 1.029 4.256
C 2.822 2.482 -3.620
H -0.681 -3.535 -3.703
H 2.691 -2.283 0.622
H 3.439 -0.912 -3.783
H -0.227 2.831 -4.570
C 3.651 0.122 -3.500
H -1.109 -1.705 5.671
H 5.463 -0.182 0.926
H 0.308 -0.947 9.626
H 2.116 3.158 -4.105
H 6.485 1.878 2.205
C -2.345 -4.671 0.660
O -0.589 4.070 0.925
Se 0.708 3.101 0.839
O 0.783 -1.533 -4.782
H 4.405 -2.203 1.015
C -0.953 4.450 4.197
H 3.681 0.180 -2.410
H -0.904 -1.390 -6.768
O 1.332 0.650 -3.399
C -4.944 -0.177 1.813
H 5.454 0.866 3.213
C 4.994 0.791 1.079
O -1.075 0.269 -4.633
C -0.959 -3.240 -4.716
C 2.463 0.927 -5.553
H -1.762 -2.500 -4.641
H -1.338 -5.503 3.782
H -1.137 1.975 -2.440
H 3.829 -0.706 3.021
H 4.625 0.408 -3.905
C -3.202 1.161 -5.097
H 1.622 1.510 -5.928
H 2.701 2.591 -2.542
C 0.152 0.030 5.863
C -2.128 -5.456 1.789
H -3.862 2.029 -5.026
S -0.509 -1.208 -1.939
C -2.217 1.981 4.253
N -0.712 -0.675 3.401
C 2.562 1.042 -4.036
C -0.177 -2.200 -6.854
H 3.835 2.776 -3.905
H 1.664 -3.981 -4.534
O 0.359 1.577 1.478
H -0.624 -3.022 -7.418
C 5.466 1.516 2.338
H 0.691 -1.827 -7.402
C -1.870 1.443 -4.417
S 3.216 0.593 1.130
H 3.380 1.313 -6.004
H 5.155 1.407 0.194
H 2.125 -0.861 2.606
C -2.082 1.730 -2.934
H 1.432 1.661 6.422
C 0.259 -0.668 8.581
C 0.893 0.788 6.776
C -1.172 2.626 -5.075
H -1.338 -4.112 -5.254
O 2.841 0.061 -0.262
C -1.523 -4.897 2.903
H -2.923 5.294 4.274
H 0.871 3.338 4.025
H -2.136 -2.737 -0.232
O 0.974 2.640 -0.766
H -1.013 -2.306 8.037
H 2.221 -3.261 -6.053
C -0.829 2.038 4.188
H -5.834 -0.646 2.215
P 0.259 0.562 4.093
C -1.151 -3.555 2.900
H 3.285 -3.010 2.122
C -2.967 3.147 4.290
H -3.926 2.619 0.191

***

119
Properties=species:S:1:pos:R:3 method="wB97M-V/def2-TZVPD" s2=3.7590 total_energy_ev=-130635.723 homo_lumo_gap_ev="6.8 / 7.4" multiplicity=4 mol_weight_g_mol=1143.66 charge=+1 e_homo_ev="-8.47 / -9.09"
C 5.851 -0.455 -0.624
H -2.332 4.233 2.533
C 2.167 -3.515 -0.441
C 5.794 -0.237 -1.992
C -0.682 0.374 3.855
C 2.947 -4.286 5.069
C -3.005 -2.854 0.016
H -4.876 -3.670 -0.634
H -0.823 -3.270 -4.759
O 2.483 0.486 0.365
C 1.262 1.288 3.322
N 1.972 -0.943 5.483
C 4.725 -0.233 0.153
C -4.249 0.798 -2.935
C 2.696 5.574 0.974
H -3.571 -4.197 1.593
H -0.387 -4.913 5.168
H 0.272 -0.043 6.227
C 3.464 0.358 -1.798
N 3.864 -1.945 5.296
N -0.863 2.782 -0.036
C 1.122 0.208 5.595
C -1.724 3.515 0.206
V 0.909 1.707 0.086
H 4.528 0.263 -3.649
H -4.761 2.215 -1.409
O -0.296 -0.110 -0.298
I 4.806 -0.680 2.188
H -1.986 -1.259 -6.743
H 3.115 1.797 2.462
H -2.765 6.086 -0.733
H 3.052 2.816 -2.850
H 1.477 -0.254 -2.273
O -0.080 -2.655 -0.296
H 2.669 2.794 3.870
C 2.077 4.347 1.064
C -5.630 0.362 -3.364
H -3.789 5.132 2.080
H -3.481 -3.114 -6.116
N 1.920 3.521 0.017
C 0.427 -2.958 5.338
C -0.730 0.853 2.589
C -2.750 4.937 1.817
H 1.678 3.988 2.001
H -0.532 -2.465 5.431
H -6.336 1.182 -3.229
H -4.617 0.549 -0.826
H -5.965 -0.481 -2.756
H 2.209 -3.283 -1.506
H 2.803 6.190 1.856
C 3.513 0.236 -0.387
H -3.193 4.562 -1.544
H 0.497 -2.092 2.247
H -1.406 -0.150 4.456
H -4.332 5.307 -0.410
H -3.313 -2.721 -4.406
H 6.765 -0.797 -0.160
H -3.544 -2.489 2.059
H -0.165 -1.839 -2.914
C -1.945 -1.690 -5.743
H 1.771 -6.055 4.930
H -1.782 -2.471 -2.611
H 3.904 -4.777 4.968
C 0.519 -4.322 5.186
O -3.385 -0.378 -3.057
I 7.488 -0.526 -3.171
C 2.355 3.932 -1.182
H 1.502 3.600 -3.097
C 3.178 5.983 -0.263
C 2.141 0.590 -2.476
H -2.021 -3.380 1.858
C 2.867 -2.899 5.231
C -0.806 -2.689 -5.683
H 1.695 1.003 6.068
C -3.290 -2.302 -5.413
H 3.339 5.441 -2.336
C 1.278 -2.542 0.294
P -0.908 -1.383 -0.705
H -2.411 -3.580 -0.546
C 1.761 -4.980 5.049
H -4.094 -1.574 -5.500
H -1.538 0.812 1.878
H -4.986 -2.019 -0.006
C -4.376 -2.701 -0.602
C -3.278 5.128 -0.620
C 4.595 0.147 -2.573
N 0.485 1.430 2.266
H 1.615 -1.517 0.145
H 0.492 1.756 -2.457
C 2.658 1.784 3.450
C 1.161 -2.818 1.772
C 1.638 -2.261 5.359
N 0.594 0.643 4.314
H -0.897 -3.389 -6.513
H -4.306 -2.307 -1.615
H 1.811 -4.539 -0.316
C 2.096 3.039 -2.370
H -5.645 0.067 -4.412
C -4.188 1.290 -1.503
P -1.847 -0.214 -3.396
H 0.781 -3.826 1.951
H 3.259 1.144 4.091
C 2.994 5.154 -1.351
H -3.155 1.483 -1.210
H 0.155 -2.183 -5.770
C -3.034 -3.256 1.474
H 3.179 -3.446 -0.041
N 3.320 -0.803 5.446
N 1.412 1.789 -2.015
O -1.630 -0.526 -4.921
O -2.334 -1.556 -0.063
H -3.862 1.565 -3.608
H 2.297 0.634 -3.560
H -2.188 5.874 1.856
O -1.297 1.109 -3.064
C -1.137 -1.596 -2.480
H 3.680 6.934 -0.374
H 2.145 -2.727 2.234
N -2.704 4.351 0.478

***

These records have relative energy (zero: lowest compared OMol25 entry of this formula, charge and spin) values of 0.00, 5.70 kcal/mol, in the order they appear.